(1)
# C43H48BrN5O6OsP2

A molecular structure, C43H48BrN5O6OsP2 (the ωB97M-V functional and the def2-TZVPD basis, the OMol25 dataset).

Each line ends with the Löwdin charge.
Geometry (Å):
Os: -0.45662 -0.07135 0.66726  1.6143
O: 0.67778 -1.76440 0.26615  -0.4446
P: 1.96534 -2.25738 -0.39855  0.8066
C: 2.24993 -1.35349 -1.93075  -0.2727
P: 2.10113 0.45283 -1.67716  0.7929
O: 0.83460 0.73104 -0.90718  -0.4304
C: 3.60115 1.00819 -0.88523  -0.3014
C: 3.51671 1.99526 0.09138  -0.0588
C: 4.67295 2.45857 0.70229  -0.0499
C: 5.90605 1.93742 0.34145  -0.0477
C: 5.99365 0.95791 -0.64194  -0.0543
C: 4.84545 0.49459 -1.25957  -0.0845
C: 1.98417 1.15449 -3.31193  -0.2710
C: 2.97191 1.98601 -3.83332  -0.0529
C: 2.81669 2.51753 -5.10578  -0.0516
C: 1.68374 2.22371 -5.84938  -0.0476
C: 0.69001 1.40442 -5.32453  -0.0657
C: 0.83650 0.87161 -4.05668  -0.0844
C: 3.36945 -2.06163 0.67624  -0.2914
C: 3.28755 -1.23653 1.79513  -0.0541
C: 4.40476 -1.07511 2.60175  -0.0461
C: 5.58667 -1.73322 2.29476  -0.0474
C: 5.66396 -2.56281 1.18228  -0.0555
C: 4.55575 -2.73115 0.37181  -0.0703
C: 1.76672 -3.98271 -0.79890  -0.2918
C: 1.50137 -4.84210 0.27096  -0.0674
C: 1.33548 -6.19607 0.03864  -0.0517
C: 1.44707 -6.69701 -1.25367  -0.0470
C: 1.72129 -5.84742 -2.31500  -0.0553
C: 1.88184 -4.48732 -2.09202  -0.0702
H: 1.46377 -1.63977 -2.63562  0.0800
H: 3.21317 -1.61411 -2.37229  0.0854
H: 2.55062 2.38607 0.37191  0.1031
H: 4.61154 3.23045 1.45865  0.1138
H: 6.80592 2.29921 0.82093  0.1169
H: 6.95809 0.56179 -0.93001  0.1169
H: 4.93125 -0.25396 -2.03871  0.1109
H: 3.85286 2.22569 -3.25258  0.1076
H: 3.58042 3.16581 -5.51311  0.1164
H: 1.56826 2.64016 -6.84109  0.1170
H: -0.19971 1.19162 -5.90176  0.1132
H: 0.04470 0.26553 -3.62944  0.1053
H: 2.36866 -0.72108 2.03461  0.0837
H: 4.34883 -0.43973 3.47559  0.1151
H: 6.45254 -1.60926 2.93167  0.1172
H: 6.58418 -3.08386 0.95566  0.1162
H: 4.60953 -3.39421 -0.48519  0.1172
H: 1.43483 -4.45140 1.28024  0.1201
H: 1.13132 -6.86416 0.86433  0.1168
H: 1.32648 -7.75728 -1.43084  0.1181
H: 1.81534 -6.24261 -3.31721  0.1164
H: 2.09958 -3.83663 -2.92920  0.1015
N: -1.91253 -1.40757 -0.13366  -0.0426
C: -2.37678 -2.38780 0.88275  -0.2298
C: -3.77048 -2.94589 0.56316  -0.1127
C: -5.01176 -2.23435 1.12838  -0.1574
C: -5.16702 -0.74903 0.78073  -0.1457
N: -6.16118 -0.05979 1.61680  0.1008
C: -5.93117 0.49431 2.80691  -0.4255
N: -4.81175 0.26455 3.47697  0.2488
N: -6.83909 1.33869 3.30991  0.2068
C: -2.17368 -1.73977 2.25678  -0.5540
O: -2.92250 -1.97631 3.18617  0.0749
O: -1.11687 -0.99770 2.33750  -0.1208
H: -2.66922 -0.83278 -0.49914  0.0727
H: -1.52664 -1.89904 -0.93607  0.1231
H: -1.64935 -3.20263 0.85069  0.1551
H: -3.81652 -3.97370 0.92300  0.1298
H: -3.83680 -3.01198 -0.52800  0.1248
H: -5.02230 -2.35225 2.20724  0.1020
H: -5.88467 -2.77880 0.76285  0.1244
H: -5.51681 -0.63566 -0.24461  0.1266
H: -4.23563 -0.18291 0.86837  0.1156
H: -7.07934 0.07685 1.22685  0.1596
H: -4.24702 -0.57653 3.35962  0.0861
H: -4.60121 0.83026 4.28422  0.1401
H: -7.58480 1.70586 2.74442  0.1303
H: -6.83858 1.56871 4.28876  0.1321
Br: 3.33281 4.09789 5.72585  0.7907
C: 1.65565 3.83693 4.91431  -0.6606
C: 0.56675 4.61620 5.29885  -0.1490
N: -0.63752 4.47962 4.75499  0.0928
C: -0.80541 3.56511 3.81016  -0.0655
C: 0.22264 2.73758 3.37636  -0.1065
C: 1.48445 2.87760 3.94047  -0.0409
C: -0.01100 1.72978 2.32972  -0.5330
O: -1.15584 1.53123 1.83628  -0.0745
O: 0.93051 0.99853 1.87591  -0.1009
H: 0.67897 5.37165 6.06683  0.1144
H: -1.79067 3.48564 3.36285  0.1245
H: 2.30227 2.24325 3.62386  0.1156
C: -3.14434 3.93053 -1.74038  -0.0414
C: -3.14531 2.47043 -2.21323  -0.6205
C: -4.57451 1.91264 -2.16408  -0.0561
C: -2.60950 2.39213 -3.64948  -0.0495
C: -2.29067 1.67359 -1.31891  -0.0727
C: -1.60475 1.02212 -0.56836  -0.1600
H: -3.78594 4.53179 -2.38638  0.0909
H: -2.13693 4.34502 -1.77131  0.0907
H: -3.51117 4.00724 -0.71587  0.0865
H: -5.23012 2.49991 -2.80882  0.0911
H: -4.96702 1.95676 -1.14472  0.0743
H: -4.59974 0.87547 -2.50598  0.0806
H: -3.23552 2.98761 -4.31559  0.0925
H: -2.61008 1.36131 -4.00860  0.0833
H: -1.58953 2.77559 -3.70040  0.0815

## Properties
Strongest force on any atom in eV/Å: 0.680
LUMO energy in Ha: -0.15793
ΔE to the lowest compared entry with this formula, charge and spin in eV: 0.000
Gap between HOMO and LUMO in eV: 8.76
Charge: +2
Spin multiplicity: 1

***

(2)
# C4H7NO

2 unconnected molecules or ions with the total composition C4H7NO at a distorted geometry (the ωB97M-V functional and the def2-TZVPD basis, the OMol25 dataset).

Each line ends with the Löwdin charge.
Geometry (Å):
C: 0.98580 0.95633 -0.42071  -0.0013
C: -0.05833 0.21610 -0.78155  -0.1919
C: -1.21780 -0.09341 0.13507  -0.1850
C: -2.44551 0.55303 -0.34578  -0.2243
N: -3.39476 1.07567 -0.74957  0.1405
H: 1.79890 1.16458 -1.11001  0.0693
H: 1.06330 1.38223 0.57708  0.0780
H: -0.12508 -0.19306 -1.78787  0.1116
H: -1.01127 0.24665 1.15462  0.1238
H: -1.39529 -1.17334 0.18711  0.1246
O: 1.84360 -1.45581 1.40639  -0.0660
H: 2.72749 -1.79567 1.22576  0.0391
H: 1.58010 -1.01604 0.58815  -0.0183

## Properties
Strongest force on any atom in eV/Å: 1.124
LUMO energy in Ha: 0.02626
SMILES: C=CCC#N.O
ΔE to the lowest compared entry with this formula, charge and spin in eV: 1.619
Gap between HOMO and LUMO in eV: 11.58
Charge: 0
Spin multiplicity: 1

***

(3)
# C20H29AlF10NO6

A molecular structure, C20H29AlF10NO6 at a distorted geometry (the ωB97M-V functional and the def2-TZVPD basis, the OMol25 dataset).

Each line ends with the Löwdin charge.
Geometry (Å):
C: -1.67922 -0.42234 5.10429  -0.1089
C: -2.01778 -1.53504 4.09140  -0.2395
C: -1.12032 -1.55564 2.83878  -0.1821
C: -1.70615 -0.95371 1.54600  -0.0809
C: -1.26308 0.51630 1.22582  -0.3993
C: -2.24954 1.54209 1.82254  -0.0863
C: -3.76837 1.35198 1.65420  -0.1616
C: -4.46714 0.78332 2.88101  -0.1898
F: -5.76284 1.34034 3.02212  -0.0945
O: 0.00557 0.78085 1.77213  -0.0931
Al: 1.30303 0.24870 0.67996  0.0805
F: 2.43017 1.45442 0.40943  -0.1308
C: 2.19602 -1.43328 1.24358  -0.1451
C: 3.47155 -1.71865 0.48134  -0.2751
O: 3.30513 -1.36112 -0.90708  -0.1408
C: 4.30908 -1.83636 -1.74772  -0.1177
C: 5.11276 -0.69361 -2.35853  -0.3845
F: 5.52408 0.17245 -1.39226  0.1214
F: 6.23806 -1.23665 -2.90620  0.1041
C: 4.47712 0.17402 -3.48813  -0.3596
F: 3.67699 -0.62152 -4.22065  0.1461
F: 5.45644 0.61097 -4.28882  0.1479
C: 3.63036 1.41947 -3.09029  -0.3966
F: 3.15153 1.90718 -4.25418  0.1465
F: 2.61890 0.99914 -2.34659  0.1686
C: 4.31918 2.56739 -2.32692  -0.2926
F: 3.44517 3.58391 -2.25175  0.1126
F: 5.39681 2.99931 -3.02870  0.0855
O: 0.09761 -0.13782 -0.60548  -0.0335
C: -1.00170 0.62612 -0.34274  -0.4960
O: -0.74097 1.93635 -0.76496  0.0661
N: -2.15859 0.08082 -1.16896  0.1332
C: -1.74236 -0.97229 -2.09143  -0.4734
C: -0.98755 -0.52761 -3.30477  0.0157
O: -2.08744 -2.08694 -1.91252  0.1412
C: -3.17190 0.89565 -1.60573  -0.4831
C: -4.06928 0.29331 -2.65858  0.0165
O: -3.38097 2.00918 -1.14652  0.0473
H: -2.57197 0.08091 5.49179  0.0540
H: -1.14128 -0.81729 5.97478  0.0623
H: -1.03599 0.33484 4.63950  0.0666
H: -3.06749 -1.44314 3.79144  0.0728
H: -1.93958 -2.50675 4.59708  0.0943
H: -0.82712 -2.59288 2.62926  0.1048
H: -0.19424 -1.02013 3.06409  0.0932
H: -2.80349 -1.00759 1.58267  0.1024
H: -1.41281 -1.58630 0.69978  0.1077
H: -2.00984 1.56809 2.89582  0.1102
H: -1.95231 2.52977 1.44518  0.1173
H: -4.24089 2.32176 1.45957  0.1171
H: -3.98352 0.72316 0.78603  0.0955
H: -3.93278 1.02826 3.80609  0.1019
H: -4.61224 -0.30244 2.82736  0.1011
H: 1.47557 -2.25004 1.10164  0.0659
H: 2.44242 -1.38368 2.31307  0.0672
H: 3.78717 -2.77827 0.51340  0.1115
H: 4.30516 -1.12443 0.88957  0.1191
H: 3.90847 -2.45930 -2.55919  0.1441
H: 5.05880 -2.42356 -1.19550  0.1393
H: 4.61920 2.26148 -1.32370  0.1613
H: -1.45501 2.50801 -0.45384  0.0818
H: -1.30203 -1.14233 -4.15751  0.0918
H: 0.06340 -0.71825 -3.09276  0.0894
H: -1.10103 0.53791 -3.51681  0.0959
H: -4.97119 0.90709 -2.71935  0.0877
H: -3.57006 0.29429 -3.63812  0.0870
H: -4.32566 -0.73987 -2.41446  0.0881

## Properties
Strongest force on any atom in eV/Å: 1.698
LUMO energy in Ha: 0.10310
ΔE to the lowest compared entry with this formula, charge and spin in eV: 0.000
Gap between HOMO and LUMO in eV: 8.95
Charge: -1
Spin multiplicity: 1

***

(4)
# C29H38N2NdOP2Si

A molecular structure, C29H38N2NdOP2Si at a distorted geometry (the ωB97M-V functional and the def2-TZVPD basis, the OMol25 dataset).

Each line ends with the Löwdin charge.
Geometry (Å):
C: 2.19563 0.88028 -3.72522  -0.0653
C: 2.11836 1.51105 -2.48737  -0.2504
C: 0.84464 2.06100 -2.08556  -0.2343
C: -0.29428 1.39302 -2.60792  -0.1873
C: -0.20755 0.67432 -3.79990  -0.0491
C: 1.03190 0.51325 -4.41571  -0.0914
C: -1.45635 1.24950 -1.69249  -0.1076
C: -1.61751 2.49013 -0.88693  -0.1917
C: -0.42837 3.12965 -0.44103  -0.2344
C: -0.49507 3.73898 0.86876  -0.2515
C: -1.74072 4.12194 1.35920  -0.0691
C: -2.92087 3.73391 0.70775  -0.0966
C: -2.85812 2.85766 -0.36620  -0.0681
H: 3.17815 0.62196 -4.12436  0.1139
H: -1.12324 0.25861 -4.22006  0.1137
H: 1.09908 0.03393 -5.39257  0.1013
H: -2.37714 0.96205 -2.21749  0.1326
H: -1.79130 4.68880 2.28654  0.1119
H: -3.89120 4.06380 1.08439  0.1031
H: -3.75335 2.42762 -0.82406  0.1157
N: 0.75869 3.01255 -1.10832  0.1474
Nd: -0.08127 -0.50182 0.90010  1.4330
C: 3.19569 1.41071 -1.44759  -0.2630
H: 3.28876 2.34760 -0.88711  0.0828
H: 4.15365 1.11627 -1.88875  0.0965
C: 0.72092 3.69934 1.75288  -0.2656
H: 1.63106 3.91839 1.18030  0.0816
H: 0.62399 4.38557 2.60445  0.0986
P: 2.71688 0.08402 -0.17724  0.8008
P: 0.92261 1.94020 2.44561  0.7851
C: -0.09796 2.03350 3.96600  -0.2778
H: 0.03232 1.09885 4.52816  0.0416
H: 0.24271 2.87333 4.58772  0.0554
H: -1.16227 2.15488 3.72934  0.0422
C: 2.56337 2.15548 3.19740  -0.2741
H: 2.47172 2.81082 4.07401  0.0612
H: 2.94556 1.17815 3.51019  0.0273
H: 3.25367 2.60228 2.47225  0.0447
C: 3.04979 -1.45296 -1.13523  -0.2646
H: 3.99304 -1.33386 -1.68944  0.0607
H: 3.14100 -2.29761 -0.43749  0.0427
H: 2.23567 -1.67548 -1.83788  0.0438
C: 4.26680 0.12829 0.77493  -0.2736
H: 4.23897 -0.63405 1.56086  0.0288
H: 5.09585 -0.07686 0.08270  0.0642
H: 4.39781 1.11618 1.23071  0.0360
C: 1.68535 -1.20858 2.50959  -0.1582
O: 2.47505 -1.63833 3.24381  0.1263
H: -1.18234 0.32529 -0.90415  0.0508
C: -4.14238 -0.71500 0.27567  -0.1573
Si: -2.91204 -1.96865 0.88620  0.3316
C: -2.25048 -1.30006 2.52610  -0.2305
C: -3.64098 -3.65641 1.03916  -0.1515
N: -1.50180 -1.98651 -0.15154  -0.3056
C: -0.90123 -2.95877 -0.95716  -0.3941
C: 0.17829 -3.71889 -0.43254  -0.0858
C: 0.81793 -4.65111 -1.24818  -0.0925
C: 0.39845 -4.83012 -2.57236  -0.0813
C: -0.64694 -4.05512 -3.10039  -0.0643
C: -1.29526 -3.10960 -2.30289  -0.0262
H: -5.10941 -0.93486 0.75347  0.0466
H: -4.25725 -0.78427 -0.81228  0.0451
H: -3.85358 0.31329 0.53517  0.0195
H: -2.99278 -1.62127 3.26980  0.0687
H: -1.28393 -1.73886 2.85568  0.0106
H: -2.21256 -0.19197 2.58766  0.0226
H: -4.01484 -4.00771 0.06818  0.0515
H: -2.90656 -4.38513 1.40672  0.0442
H: -4.48162 -3.61766 1.74475  0.0441
H: 0.46466 -3.57846 0.62440  0.0889
H: 1.64464 -5.23913 -0.84578  0.1098
H: 0.87245 -5.59269 -3.19335  0.1080
H: -0.95825 -4.18241 -4.13618  0.1106
H: -2.10431 -2.47227 -2.67792  0.1173

## Properties
Strongest force on any atom in eV/Å: 5.820
LUMO energy (alpha / beta) in Ha: -0.17839 / -0.17383
ΔE to the lowest compared entry with this formula, charge and spin in eV: 0.000
Gap between HOMO and LUMO (alpha / beta) in eV: 3.81 / 4.04
Charge: +1
Spin multiplicity: 4

***

(5)
# C2H5Cl2NOS

A single C2H5Cl2NOS molecule at a distorted geometry (the ωB97M-V functional and the def2-TZVPD basis, the OMol25 dataset).

Each line ends with the Löwdin charge.
Geometry (Å):
N: -1.35711 -1.22105 0.33451  -0.2448
S: -1.49814 0.05066 -0.45600  0.4362
O: -1.93727 -0.04648 -1.97799  -0.4539
Cl: -2.91888 1.23708 0.49640  0.3151
C: 0.05958 0.98590 -0.26089  -0.3829
C: 1.24402 -0.01243 0.03731  -0.6214
Cl: 2.68006 1.06938 0.08418  0.5436
H: -1.50849 -2.06746 -0.13600  0.0160
H: -0.23650 1.64891 0.50165  0.0369
H: 0.30034 1.52901 -1.26692  0.1350
H: 1.24646 -0.81984 -0.80582  0.1153
H: 1.19859 -0.47488 1.11989  0.1049

## Properties
Strongest force on any atom in eV/Å: 6.569
LUMO energy in Ha: -0.01343
SMILES: N=[S@@](=O)(Cl)CCCl
ΔE to the lowest compared entry with this formula, charge and spin in eV: 0.991
Gap between HOMO and LUMO in eV: 10.15
Charge: 0
Spin multiplicity: 1